Formula: C29H29AuN3O8S
Source: the Open Molecules 2025 dataset
Level of theory: the ωB97M-V functional and the def2-TZVPD basis

## Properties
- M: 776.6 g mol⁻¹
- LUMO energy: 2.41 eV
- Charge: -1
- Electronic energy: -65921.7272 eV
- Gap between HOMO and LUMO: 7.5 eV

```
71
Properties=species:S:1:pos:R:3:lowdin_charge:R:1
Au -0.56 1.88 -0.94 0.93
O 1.85 -2.68 5.28 -0.07
C 0.51 -2.21 5.24 -0.21
C 0.13 -1.49 3.97 -0.19
C -1.01 -0.68 3.93 -0.02
C -1.29 -0.02 2.75 -0.16
N -0.55 -0.12 1.64 0.11
C 0.53 -0.87 1.68 -0.39
C 0.90 -1.59 2.83 0.04
C 1.68 -0.05 -0.48 -0.37
C 2.81 -0.74 -1.16 0.01
C 2.58 -1.49 -2.26 -0.23
C 3.66 -2.30 -2.92 -0.21
O 4.91 -2.33 -2.23 -0.07
C 1.29 -1.48 -2.87 -0.10
C 0.38 -0.56 -2.42 -0.20
N 0.57 0.25 -1.36 -0.11
H 2.42 -1.94 5.06 0.09
H 0.31 -1.55 6.09 0.12
H -0.12 -3.09 5.36 0.13
H -1.64 -0.56 4.80 0.12
H -2.17 0.61 2.68 0.12
H 1.79 -2.20 2.80 0.13
H 3.79 -0.64 -0.71 0.13
H 3.87 -1.89 -3.91 0.13
H 3.29 -3.32 -3.06 0.12
H 4.72 -2.41 -1.29 0.07
H 1.08 -2.09 -3.73 0.10
H -0.55 -0.40 -2.95 0.10
C 0.01 -3.25 -0.70 -0.04
C -1.26 -2.51 -0.37 -0.22
C -2.21 -2.22 -1.36 -0.04
C -3.37 -1.54 -1.05 -0.05
C -3.59 -1.16 0.27 -0.28
C -2.67 -1.44 1.27 -0.07
C -1.51 -2.11 0.94 -0.04
S -5.07 -0.28 0.69 0.62
O -6.23 -1.04 0.31 -0.31
O -4.94 0.14 2.06 -0.30
N -5.00 0.98 -0.35 -0.14
C -4.00 2.03 -0.10 -0.23
C -3.61 2.73 -1.39 -0.14
C -2.74 3.94 -1.03 -0.68
O -3.22 5.07 -1.07 0.01
O -1.54 3.64 -0.64 -0.25
H 0.08 -3.46 -1.77 0.07
H 0.06 -4.20 -0.16 0.09
H 0.88 -2.65 -0.41 0.06
H -2.02 -2.52 -2.38 0.11
H -4.11 -1.30 -1.80 0.11
H -2.87 -1.11 2.28 0.09
H -0.76 -2.31 1.70 0.11
H -5.94 1.30 -0.58 0.12
H -3.13 1.54 0.33 0.09
H -4.37 2.76 0.63 0.13
H -4.50 3.09 -1.91 0.11
H -3.06 2.04 -2.03 0.08
O 2.18 1.32 1.43 0.11
C 2.19 1.23 0.23 -0.29
O 1.32 -1.06 0.60 -0.01
C 2.82 2.31 -0.60 -0.15
C 3.45 3.35 0.09 -0.02
C 4.13 4.34 -0.59 -0.08
C 4.21 4.31 -1.97 -0.09
C 3.57 3.30 -2.68 -0.07
C 2.88 2.30 -2.00 -0.03
H 3.39 3.35 1.17 0.12
H 4.61 5.15 -0.04 0.10
H 4.75 5.08 -2.51 0.10
H 3.60 3.29 -3.76 0.10
H 2.37 1.53 -2.56 0.10
```

***

Formula: C29H29BF4N4PRuSTe4
Source: the Open Molecules 2025 dataset
Level of theory: the ωB97M-V functional and the def2-TZVPD basis

## Properties
- M: 1194.9 g mol⁻¹
- <S²>: 8.789
- LUMO energy (spin up / spin down): 3.63 / 3.17 eV
- Spin multiplicity: 6
- Charge: -2
- Electronic energy: -99939.7114 eV
- Gap between HOMO and LUMO (spin up / spin down): 5.1 / 5.1 eV
- Energy relative to the best compared isomer or geometry (same formula, charge and spin): 0.267 eV

```
74
Properties=species:S:1:pos:R:3:lowdin_spin:R:1
Ru 0.67 0.36 -0.13 1.73
Te 2.24 0.99 2.16 0.62
Te 2.09 -0.98 3.93 0.63
Te 5.52 0.09 7.85 0.65
Te 4.52 0.66 5.52 0.87
C 1.26 -3.58 -0.16 0.00
C 0.37 -3.76 1.05 0.00
C 0.49 -4.94 1.78 0.00
C -0.33 -5.22 2.86 0.00
C -1.31 -4.31 3.21 0.00
C -1.43 -3.12 2.51 0.00
C -0.59 -2.81 1.44 0.00
P -0.78 -1.24 0.48 0.00
C -2.10 -0.36 1.42 0.01
C -1.68 -0.03 2.72 0.02
C -2.44 0.75 3.56 0.00
C -3.65 1.25 3.11 0.01
C -4.06 0.96 1.82 0.00
C -3.31 0.17 0.95 0.01
C -3.82 0.05 -0.46 0.00
C -1.41 -1.93 -1.09 0.00
C -2.07 -3.14 -1.26 0.00
C -2.31 -3.62 -2.54 0.00
C -1.87 -2.89 -3.64 0.00
C -1.23 -1.67 -3.47 0.00
C -1.01 -1.16 -2.19 0.00
C -0.38 0.17 -1.92 0.03
H 0.94 -4.27 -0.95 0.00
H 2.30 -3.80 0.09 0.00
H 1.24 -2.57 -0.56 0.00
H 1.26 -5.65 1.48 0.00
H -0.20 -6.14 3.41 0.00
H -1.97 -4.51 4.05 0.00
H -2.20 -2.43 2.80 0.00
H -0.72 -0.39 3.07 0.01
H -2.07 0.98 4.55 0.00
H -4.26 1.88 3.74 0.00
H -4.98 1.40 1.44 0.00
H -4.91 0.08 -0.46 0.00
H -3.50 -0.86 -0.96 0.00
H -3.47 0.91 -1.05 0.00
H -2.36 -3.72 -0.39 0.00
H -2.80 -4.58 -2.68 0.00
H -2.03 -3.28 -4.64 0.00
H -0.90 -1.11 -4.33 0.00
H -1.19 0.90 -1.75 0.02
H 0.19 0.54 -2.77 0.00
F -1.43 2.75 0.53 0.02
B -2.28 3.60 -0.25 0.00
F -2.42 3.05 -1.53 0.00
F -1.67 4.87 -0.34 0.00
F -3.52 3.71 0.38 0.00
S 3.07 -0.67 -0.56 0.25
C 3.62 0.17 -2.00 0.03
C 2.93 0.06 -3.22 0.02
C 3.40 0.69 -4.36 0.00
C 4.56 1.45 -4.33 0.02
C 5.25 1.57 -3.13 0.00
C 4.79 0.94 -1.98 0.02
H 2.03 -0.54 -3.25 0.00
H 2.84 0.58 -5.29 0.00
H 4.91 1.95 -5.22 0.00
H 6.15 2.17 -3.08 0.00
H 5.32 1.04 -1.05 0.00
N 1.79 6.40 0.84 0.00
C 1.44 5.11 0.53 0.00
N 0.63 4.46 1.37 0.01
N 2.00 4.59 -0.55 0.00
C 1.71 3.32 -0.75 0.00
N 1.46 2.21 -0.93 0.01
H 1.09 6.95 1.31 0.00
H 2.26 6.87 0.08 0.00
H 0.22 4.97 2.13 0.00
H 0.09 3.66 1.04 0.00
```

***

Formula: C29H29BrF6O23P2
Source: the Open Molecules 2025 dataset
Level of theory: the ωB97M-V functional and the def2-TZVPD basis

## Properties
- M: 1001.4 g mol⁻¹
- LUMO energy: -1.73 eV
- Electronic energy: -182560.6495 eV
- Gap between HOMO and LUMO: 7.8 eV

```
90
Properties=species:S:1:pos:R:3:lowdin_charge:R:1
C 0.91 6.52 0.52 0.15
C 0.13 6.44 -0.39 -0.07
C -1.01 6.02 -1.20 -0.18
C -0.89 5.09 -2.14 -0.33
P 0.70 4.29 -2.59 0.94
P 1.57 3.21 -0.92 0.28
O 2.08 1.93 -1.44 -0.33
O 0.56 2.97 0.30 -0.16
O 2.87 4.06 -0.44 -0.17
C -2.20 4.71 -2.87 -0.31
O -2.19 4.33 -4.01 0.10
C -3.49 4.83 -2.06 -0.17
C -4.64 3.86 -2.33 -0.15
C -4.76 2.82 -1.18 -0.24
C -3.49 1.96 -1.01 -0.11
C -3.57 5.78 -1.13 -0.51
Br -5.10 6.13 -0.05 0.85
C -2.35 6.68 -0.92 -0.36
O -2.47 7.82 -0.61 0.13
H 1.60 6.51 1.34 0.06
H 0.34 3.28 -3.52 -0.05
H 0.66 2.03 0.56 0.07
H 2.64 5.00 -0.41 0.03
H -4.46 3.32 -3.27 0.11
H -5.57 4.45 -2.33 0.10
H -5.59 2.14 -1.43 0.11
H -4.97 3.29 -0.21 0.07
H -3.27 1.44 -1.96 0.07
H -2.61 2.56 -0.76 0.06
H -3.66 1.19 -0.25 0.07
C -1.84 -0.64 3.57 -0.04
C -0.38 -0.51 3.21 -0.31
O -0.43 0.06 1.91 0.11
C -1.59 0.79 1.86 -0.53
O -1.81 1.60 1.02 0.13
O -2.42 0.47 2.87 0.09
F 0.22 -1.71 3.14 0.09
H -2.27 -1.57 3.19 0.15
H -2.01 -0.58 4.64 0.14
H 0.18 0.14 3.88 0.17
C 0.19 -6.03 4.23 -0.05
C 1.19 -5.78 5.32 -0.31
O 1.16 -4.37 5.47 0.13
C -0.10 -3.98 5.11 -0.54
O -0.56 -2.92 5.35 0.17
O -0.75 -4.97 4.45 0.08
F 2.44 -6.15 4.95 0.08
H 0.62 -5.93 3.23 0.13
H -0.29 -7.00 4.31 0.14
H 0.95 -6.26 6.28 0.17
C 5.07 -1.47 4.86 -0.06
C 4.87 -2.14 6.20 -0.31
O 3.75 -1.45 6.72 0.14
C 3.01 -1.05 5.64 -0.54
O 1.89 -0.69 5.70 0.18
O 3.73 -1.13 4.50 0.08
F 5.93 -1.93 7.01 0.07
H 5.67 -0.57 4.93 0.15
H 5.51 -2.14 4.12 0.14
H 4.65 -3.20 6.14 0.17
C 0.63 -0.91 -2.31 -0.04
C -0.70 -0.99 -1.61 -0.30
O -0.97 -2.38 -1.59 0.14
C 0.25 -3.00 -1.58 -0.53
O 0.41 -4.14 -1.29 0.16
O 1.24 -2.15 -1.91 0.09
F -1.67 -0.36 -2.33 0.07
H 0.53 -0.89 -3.40 0.15
H 1.22 -0.06 -1.99 0.10
H -0.69 -0.60 -0.59 0.16
C -1.02 2.95 -6.60 -0.06
C -2.37 2.70 -7.20 -0.31
O -2.13 1.60 -8.07 0.13
C -1.10 0.90 -7.51 -0.55
O -0.80 -0.21 -7.81 0.18
O -0.46 1.64 -6.56 0.07
F -2.79 3.76 -7.94 0.08
H -0.40 3.60 -7.22 0.15
H -1.08 3.38 -5.60 0.09
H -3.15 2.43 -6.48 0.17
C 2.68 -6.30 -1.60 -0.06
C 3.89 -5.63 -1.00 -0.31
O 3.51 -5.48 0.36 0.14
C 2.65 -6.50 0.63 -0.54
O 2.34 -6.85 1.73 0.16
O 2.19 -7.08 -0.50 0.08
F 4.09 -4.40 -1.53 0.08
H 1.92 -5.58 -1.90 0.11
H 2.94 -6.93 -2.45 0.14
H 4.81 -6.21 -1.06 0.17
```

***

> Number 3 is which compound?

C29H29BrF6O23P2

***

> Which value of M does entry 2 give?

1194.9 g mol⁻¹